Here is C33H56BHgN8S as an isolated structure from the Open Molecules 2025 dataset. Energies are from the ωB97M-V functional and the def2-TZVPD basis.

Structure (XYZ):
```
100
C33H56BHgN8S | the Open Molecules 2025 dataset | the ωB97M-V functional and the def2-TZVPD basis
Hg -0.92836 -1.65523 -1.16042
C -2.87994 2.36088 -2.54839
C -1.56602 1.62938 -2.81757
C -0.96709 2.04903 -4.16350
C -0.57962 1.87118 -1.71250
C -0.01955 3.10776 -1.33465
C 0.87437 2.81031 -0.33162
C 1.77808 3.78619 0.37343
C 0.98528 4.95661 0.96492
C 2.84137 4.31838 -0.59343
N 0.82740 1.47137 -0.12216
N -0.04943 0.89009 -0.99007
B 1.76728 0.59539 0.75942
N 2.70878 -0.23717 -0.16961
N 2.19566 -0.84545 -1.27173
C 3.20539 -1.33132 -1.95196
C 4.42261 -1.06678 -1.28479
C 4.06935 -0.36708 -0.15264
C 5.08073 0.13802 0.84593
C 4.91048 -0.49964 2.22468
C 5.20877 1.66298 0.92601
C 3.03620 -1.99809 -3.28778
C 3.91014 -1.29116 -4.33293
C 1.57892 -2.03775 -3.73540
N 0.97755 -0.26287 1.78043
N 0.36979 -1.40402 1.37215
C -0.16352 -1.96616 2.44272
C 0.03730 -1.13827 3.56365
C 0.74406 -0.04847 3.10638
C 0.97349 1.18053 3.95734
C 2.40991 1.63614 4.21435
C 0.11434 2.33623 3.43671
C -0.92432 -3.26507 2.46293
C -2.33198 -3.13214 1.86797
C -0.15140 -4.41035 1.80833
H -3.56599 2.24221 -3.39281
H -2.69947 3.43224 -2.39303
H -3.36248 1.94310 -1.66644
H -1.77666 0.56431 -2.84032
H -0.76609 3.12599 -4.18450
H -1.65868 1.81437 -4.97801
H -0.02535 1.52550 -4.34868
H -0.23097 4.08421 -1.74654
H 2.29708 3.26890 1.18008
H 0.55711 5.56444 0.16143
H 1.63600 5.59868 1.56833
H 0.16423 4.61057 1.59002
H 2.36460 4.84102 -1.42774
H 3.43475 3.49951 -1.00536
H 3.51505 5.01722 -0.08604
H 2.45973 1.32803 1.40464
H 5.42478 -1.34987 -1.57375
H 6.03028 -0.22079 0.44496
H 4.07448 -0.05410 2.75810
H 5.81565 -0.36407 2.82558
H 4.71302 -1.56928 2.13077
H 4.29864 2.11934 1.30645
H 5.40559 2.08191 -0.06343
H 6.03430 1.94112 1.59021
H 3.40137 -3.02657 -3.19416
H 3.60964 -0.24191 -4.41647
H 3.78659 -1.76295 -5.31354
H 4.97110 -1.31622 -4.07001
H 1.16780 -1.02363 -3.78111
H 0.95090 -2.61633 -3.05441
H 1.50229 -2.49048 -4.72932
H -0.30729 -1.30271 4.57490
H 0.57417 0.88683 4.92963
H 2.85700 2.07995 3.32419
H 3.03262 0.80178 4.53934
H 2.41484 2.39435 5.00432
H 0.29664 2.48196 2.37335
H 0.33965 3.26939 3.96436
H -0.94770 2.11306 3.55662
H -1.03822 -3.49667 3.52711
H -2.29514 -3.03599 0.78269
H -2.84897 -2.25344 2.26353
H -2.92572 -4.02330 2.09865
H -0.07810 -4.27398 0.72721
H -0.66652 -5.35994 1.98836
H 0.86044 -4.48081 2.22099
N -3.11920 -0.70638 -1.34275
C -3.86466 -0.77281 -0.37644
N -5.27418 -0.76317 -0.34135
C -5.92930 -1.14777 0.88343
C -6.17978 -2.67350 0.96073
C -6.10594 -3.29055 -0.43960
C -6.81070 -2.37557 -1.43808
C -6.01400 -1.06301 -1.56370
H -6.88178 -0.60660 0.96317
H -5.29224 -0.82424 1.70522
H -7.16663 -2.86077 1.40159
H -5.43396 -3.14396 1.60652
H -6.54212 -4.29241 -0.44027
H -5.05701 -3.38714 -0.73588
H -7.83438 -2.17808 -1.09517
H -6.88517 -2.85500 -2.41869
H -6.68217 -0.23244 -1.82833
H -5.26320 -1.15142 -2.35086
S -0.92652 -3.88558 -1.86584
```

Values from the calculation:
charge = -2
LUMO level (alpha / beta) = 4.282 / 4.280 eV
spin multiplicity = 2
⟨S²⟩ = 0.753

=====

Here is C33H56ClN2O3PPd as an isolated structure at a distorted geometry from the Open Molecules 2025 dataset. Energies are from the ωB97M-V functional and the def2-TZVPD basis.

Structure (XYZ):
```
97
C33H56ClN2O3PPd | the Open Molecules 2025 dataset | the ωB97M-V functional and the def2-TZVPD basis
Pd 1.50446 -1.59201 -0.25951
Cl 2.59342 -0.54255 -2.10575
P -0.29360 0.71527 -1.34877
C 0.39521 -2.53207 -1.44437
H -0.27007 -3.34771 -1.04293
H 0.85363 -2.74904 -2.43946
C -0.95790 1.94606 -0.08621
C -1.79253 -0.04148 -2.14703
C -1.87746 1.26622 0.93578
H -0.02556 2.22813 0.44145
C -2.13337 2.19689 2.13257
H -2.84086 1.01195 0.46676
H -1.44482 0.31364 1.28468
C -2.69053 3.56492 1.70245
H -2.82724 1.70732 2.83140
H -1.18651 2.34476 2.67632
C -1.88536 4.20691 0.56451
H -3.73679 3.44424 1.38388
H -2.69728 4.24029 2.56735
C -1.60510 3.23932 -0.59671
H -2.42075 5.08541 0.17784
H -0.92424 4.56544 0.96326
H -2.55483 3.00800 -1.10045
H -0.96992 3.75071 -1.32934
C 0.47160 1.76749 -2.70750
C -3.03965 0.80698 -2.34209
H -1.40527 -0.35729 -3.13102
C -4.05764 0.02342 -3.17850
H -3.48043 1.03436 -1.36387
H -2.81746 1.75947 -2.83626
C -4.42913 -1.32449 -2.54496
H -4.96062 0.63202 -3.31717
H -3.62870 -0.15749 -4.17369
C -3.21066 -2.15407 -2.15829
H -5.01576 -1.14076 -1.63603
H -5.05927 -1.90257 -3.23040
C -2.17657 -1.31143 -1.40129
H -3.48948 -3.01591 -1.53541
H -2.72673 -2.55402 -3.06141
H -2.52432 -1.10404 -0.37796
H -1.26907 -1.92732 -1.29543
C 1.43109 2.80683 -2.10701
H 1.09429 1.00479 -3.20883
C 2.31462 3.45168 -3.18911
H 0.86222 3.60115 -1.60370
H 2.07435 2.33172 -1.35509
C 1.49121 4.02063 -4.35464
H 2.92196 4.24909 -2.73496
H 3.00469 2.68437 -3.57077
C 0.43589 3.04093 -4.88960
H 0.99215 4.94045 -4.01627
H 2.16962 4.30852 -5.16797
C -0.41711 2.40671 -3.77404
H -0.22410 3.56088 -5.59900
H 0.94372 2.23692 -5.44572
H -1.04274 3.18985 -3.31742
H -1.09167 1.66969 -4.22983
C 2.85703 0.14091 1.30889
C 3.01012 -1.24061 1.05040
H 2.33259 0.67078 0.48475
C 4.23071 -1.81198 0.33218
H 2.79101 -1.92008 1.87946
C 5.52423 -1.08091 0.70858
H 4.27279 -2.88165 0.59496
H 4.09102 -1.74566 -0.77477
C 5.30801 0.41866 0.66678
H 5.83171 -1.40215 1.70451
H 6.32944 -1.38418 0.03416
C 4.20586 0.88012 1.61462
H 6.23230 0.95538 0.88968
H 5.00218 0.64991 -0.35614
H 4.46336 0.66484 2.65980
H 4.01307 1.95678 1.55194
C 1.37725 -4.28315 3.02037
C 0.76793 -3.29479 3.99103
C -0.56557 -2.63566 3.55697
C -1.78520 -3.54342 3.83609
C -1.73308 -4.89535 3.14529
C -0.73680 -1.29414 4.23827
O -1.65121 -0.92948 4.94580
N 0.33600 -0.42701 3.89893
C 0.95165 -0.48650 2.67867
O 1.94713 0.35728 2.52259
N 0.51873 -1.31659 1.74835
C -0.49747 -2.20919 2.09061
O -1.32256 -2.61113 1.26371
H 0.86251 -5.24514 3.04273
H 2.42986 -4.45185 3.27702
H 1.35132 -3.90387 1.99254
H 0.58125 -3.75756 4.97040
H 1.49945 -2.50049 4.18714
H -1.85199 -3.68319 4.92755
H -2.69814 -3.01734 3.52295
H -0.98077 -5.54341 3.60763
H -2.70827 -5.39068 3.22122
H -1.51370 -4.75762 2.07860
H 0.57326 0.34090 4.51326
```

Values from the calculation:
LUMO level (alpha / beta) = -0.259 / -1.577 eV
spin multiplicity = 5
⟨S²⟩ = 6.015

=====

Number 1: total energy -2305.61602 Eh. Number 2: total energy -2555.51377 Eh.